A 13-piece molecular cluster, C53H135N5O42P8 overall in a non-equilibrium geometry. Source: the Open Molecules 2025 dataset; level of theory: ωB97M-V/def2-TZVPD.

Cartesian coordinates (Å):
C  -3.3345  -1.9310  7.8636
C  -3.7527  -0.4688  7.6848
O  -3.1806  0.4306  8.5960
P  -3.6476  0.4258  10.1268
O  -3.4813  -0.9014  10.8446
O  -5.1883  1.0494  10.0649
C  -5.3244  2.3532  9.6234
C  -6.7634  2.4846  8.9950
O  -2.7243  1.5913  10.7935
C  -1.4227  1.2356  11.0567
C  -0.6594  2.4900  11.4827
H  -3.6942  -2.3112  8.8197
H  -3.7380  -2.6452  7.1458
H  -2.2538  -2.0384  7.7704
H  -3.5471  -0.0694  6.6916
H  -4.8277  -0.3555  7.8254
H  -5.1763  3.1281  10.3755
H  -4.6845  2.7414  8.8310
H  -6.9089  1.9071  8.0822
H  -7.5950  2.2509  9.6598
H  -6.9375  3.5257  8.7229
H  -1.3894  0.4247  11.7843
H  -0.9647  0.7395  10.2011
H  -0.4907  3.0750  10.5786
H  -1.2727  3.0331  12.2016
H  0.2899  2.1530  11.8991
C  -6.2638  2.8510  2.3772
C  -5.9422  4.2705  2.8317
O  -6.2711  5.1466  1.7439
P  -5.1408  5.6939  0.6653
O  -3.9376  6.2769  1.3477
O  -4.8575  4.3715  -0.2658
C  -5.8863  3.8129  -1.0853
C  -5.4437  2.5573  -1.7643
O  -5.8964  6.5949  -0.3592
C  -6.4100  7.8839  0.0298
C  -5.3205  8.9531  -0.1043
H  -6.1542  2.1708  3.2217
H  -7.2659  2.8007  1.9511
H  -5.5614  2.6305  1.5734
H  -6.6867  4.5401  3.5807
H  -4.9397  4.4442  3.2226
H  -6.7476  3.5789  -0.4596
H  -6.2979  4.4741  -1.8479
H  -6.2994  1.9789  -2.1124
H  -4.7777  2.7571  -2.6038
H  -4.9026  1.9314  -1.0547
H  -7.2862  8.0889  -0.5852
H  -6.8255  7.8403  1.0366
H  -5.7213  9.9498  0.0800
H  -4.5502  8.8368  0.6581
H  -4.9082  8.9096  -1.1124
C  0.1680  6.7012  -1.6232
C  0.7975  5.5452  -0.8676
O  0.2043  4.2777  -1.2288
P  0.8761  2.8508  -0.8689
O  2.3273  2.7585  -1.1504
O  0.5582  2.6805  0.7468
C  -0.7202  2.8497  1.2398
C  -0.9500  1.9171  2.4030
O  -0.1062  1.7069  -1.5599
C  0.2660  1.0795  -2.7858
C  -0.5236  -0.2252  -2.7881
H  0.3351  6.6430  -2.6988
H  -0.9129  6.6714  -1.4862
H  0.4431  7.6743  -1.2165
H  1.8789  5.6536  -0.9503
H  0.6219  5.7377  0.1908
H  -0.7778  3.9025  1.5160
H  -1.3706  2.6397  0.3907
H  -0.7355  0.8567  2.2706
H  -0.1646  2.0852  3.1398
H  -1.9397  2.0842  2.8281
H  0.0470  1.7467  -3.6195
H  1.3382  0.8957  -2.8545
H  -1.5436  -0.1076  -3.1540
H  -0.0957  -0.9437  -3.4872
H  -0.6149  -0.7034  -1.8128
C  5.0210  1.5478  4.3390
C  4.9736  0.1537  3.7446
O  4.6195  -0.8103  4.7403
P  5.5183  -2.1784  4.8703
O  6.8685  -1.9635  5.4061
O  4.6151  -3.1624  5.6917
C  4.2084  -3.0367  7.0238
C  4.1522  -4.3727  7.6919
O  5.5177  -2.8387  3.3243
C  6.5426  -3.8324  3.1306
C  6.3014  -5.1469  3.9023
H  4.1472  1.6219  4.9864
H  5.9673  1.6371  4.8725
H  4.9092  2.2693  3.5296
H  4.2482  0.0914  2.9334
H  5.9235  -0.0792  3.2632
H  4.8981  -2.3267  7.4804
H  3.1993  -2.6268  6.9816
H  3.7021  -4.1239  8.6529
H  3.5345  -5.1288  7.2073
H  5.0660  -4.9135  7.9379
H  6.5591  -4.0189  2.0568
H  7.5133  -3.3526  3.2557
H  7.0217  -5.8245  3.4439
H  6.6121  -5.0497  4.9425
H  5.2875  -5.5416  3.8375
C  5.8025  -11.5031  -4.5217
C  4.6703  -10.6395  -5.1950
O  4.3680  -9.4897  -4.3858
P  3.0235  -9.4335  -3.4973
O  1.7445  -9.6899  -4.2204
O  3.2000  -7.9453  -2.7324
C  2.5594  -6.7898  -3.1686
C  3.5104  -5.5679  -2.9765
O  3.3258  -10.5050  -2.3163
C  2.3831  -10.7807  -1.3436
C  2.3887  -9.6470  -0.3078
H  5.5072  -12.0041  -3.5998
H  6.1888  -12.2710  -5.1919
H  6.5691  -10.7643  -4.2880
H  5.0981  -10.2981  -6.1376
H  3.7837  -11.2468  -5.3775
H  2.2327  -6.8999  -4.2027
H  1.7040  -6.7381  -2.4951
H  4.0457  -5.4978  -2.0296
H  4.3752  -5.7025  -3.6261
H  3.1253  -4.6229  -3.3598
H  1.3718  -11.0472  -1.6508
H  2.7275  -11.6752  -0.8245
H  3.3556  -9.4329  0.1477
H  1.8772  -8.7820  -0.7299
H  1.7804  -10.0215  0.5155
C  -3.7928  -7.9622  -13.3503
C  -2.9793  -6.7818  -12.9195
O  -3.3187  -6.3343  -11.6786
P  -2.5831  -5.0350  -11.0222
O  -2.5531  -3.8399  -11.9168
O  -3.3424  -4.8733  -9.6055
C  -3.6972  -6.0144  -8.8738
C  -5.0958  -6.5422  -9.2859
O  -1.0972  -5.6265  -10.7223
C  -0.0658  -4.8391  -10.0654
C  -0.3241  -4.8335  -8.5854
H  -3.6385  -8.8172  -12.6922
H  -4.8694  -7.7936  -13.3715
H  -3.3669  -8.1950  -14.3263
H  -1.9149  -6.9819  -13.0426
H  -3.1648  -5.9769  -13.6308
H  -3.0167  -6.8522  -9.0262
H  -3.6667  -5.7995  -7.8056
H  -5.4789  -7.2803  -8.5812
H  -5.7773  -5.6922  -9.3179
H  -5.1913  -6.8570  -10.3250
H  0.9273  -5.2438  -10.2602
H  0.0382  -3.8419  -10.4931
H  0.5248  -4.4243  -8.0376
H  -1.2734  -4.3525  -8.3495
H  -0.3436  -5.8691  -8.2459
C  2.7528  7.1101  9.3586
C  3.4737  6.3112  8.2869
O  2.8082  6.3509  7.0358
P  2.6357  7.6562  6.1420
O  3.2272  8.9381  6.6868
O  3.0494  7.2954  4.5819
C  2.9134  8.2619  3.5563
C  4.0356  7.9309  2.5402
O  0.9961  7.7396  6.0188
C  0.2253  6.7407  5.4310
C  -0.3129  5.8951  6.5586
H  2.7655  8.1942  9.2455
H  1.6962  6.8427  9.3752
H  3.0688  6.9061  10.3816
H  4.4740  6.7176  8.1374
H  3.6520  5.2783  8.5860
H  1.9205  8.3704  3.1198
H  2.9708  9.2848  3.9286
H  4.0794  6.8508  2.4001
H  3.9437  8.5420  1.6423
H  4.9613  8.1906  3.0539
H  -0.5700  7.2543  4.8908
H  0.7398  6.1133  4.7030
H  0.4280  5.2741  7.0620
H  -0.7514  6.4795  7.3675
H  -1.0517  5.1623  6.2341
C  0.4760  -3.0749  1.2225
C  -0.0549  -4.4480  1.7182
O  -0.9999  -4.9757  0.8197
P  -2.3008  -5.7778  1.4135
O  -1.9920  -6.9339  2.3437
O  -3.1643  -4.5737  1.9534
C  -3.4262  -3.4502  1.0429
C  -4.8984  -3.0257  1.2330
O  -3.2238  -6.1560  0.0727
C  -2.6669  -6.8281  -1.0567
C  -2.4352  -5.7819  -2.1754
H  0.9754  -2.5609  2.0438
H  1.1574  -3.2058  0.3819
H  -0.2797  -2.3698  0.8762
H  0.8096  -5.1075  1.7955
H  -0.4327  -4.3181  2.7323
H  -2.7679  -2.6603  1.4046
H  -3.1969  -3.6922  0.0052
H  -5.1708  -2.1790  0.6030
H  -5.5029  -3.8616  0.8809
H  -5.1585  -2.7959  2.2663
H  -1.7617  -7.3719  -0.7867
H  -3.3625  -7.5829  -1.4234
H  -3.4150  -5.5173  -2.5730
H  -1.8996  -4.8825  -1.8718
H  -1.9857  -6.2065  -3.0731
C  5.7212  -0.3441  -8.2021
N  4.3418  -0.4651  -7.6502
O  4.1914  -0.7764  -6.4817
O  3.4256  -0.4011  -8.4119
H  6.3021  0.1762  -7.4406
H  5.6337  0.1006  -9.1935
H  6.1314  -1.3344  -8.3999
C  -1.5102  0.4556  -9.6136
N  -2.8112  0.2145  -8.9658
O  -2.8894  -0.2921  -7.8548
O  -3.7434  0.6450  -9.5292
H  -0.9430  -0.4525  -9.4091
H  -0.9456  1.3202  -9.2645
H  -1.6659  0.5505  -10.6882
C  2.5247  4.7565  -6.1161
N  4.0156  4.4233  -5.8646
O  4.4825  3.6169  -6.6732
O  4.6212  5.1103  -4.9881
H  2.3312  4.8216  -7.1868
H  2.1902  5.6777  -5.6390
H  1.8646  3.9790  -5.7317
C  6.9866  4.1822  -1.0397
N  8.1895  4.3055  -1.8973
O  8.4082  5.2537  -2.6011
O  8.9107  3.3071  -1.8848
H  6.6937  3.1353  -0.9602
H  6.1663  4.7013  -1.5354
H  7.1831  4.6001  -0.0523
C  -1.3412  13.8960  -1.0474
N  -2.3265  13.6624  -2.1012
O  -2.3786  12.5186  -2.6674
O  -3.1398  14.4903  -2.2767
H  -0.6174  14.6506  -1.3556
H  -0.7814  12.9831  -0.8442
H  -1.7019  14.2001  -0.0648

Atoms 1-6, force components in eV/Å:
C 0.11 -0.03 0.14
C -1.34 -0.98 -0.89
O 0.97 0.81 1.49
P -0.05 -1.53 1.72
O -0.93 2.91 -1.65
O 3.13 -1.79 0.76

Its energy is -224909.3746 eV. As for the HOMO energy: -10.438 eV. For the orbital gap, the calculation gives 10.2 eV.